Entry 1:
# C12H13ClFN

A single C12H13ClFN molecule (ωB97M-V/def2-TZVPD, the OMol25 dataset).

```
28
Properties=species:S:1:pos:R:3:nbo_charge:R:1
H 0.622 -1.545 -0.947 0.3639
H -2.135 -0.896 1.743 0.2215
H 1.577 -1.510 1.359 0.2004
C 1.370 1.906 1.044 -0.1890
H 0.022 0.118 -1.518 0.2382
C 2.068 2.870 0.308 -0.2628
H 0.093 0.089 2.278 0.2088
C -1.985 -1.659 -0.927 -0.2111
C -1.058 -2.731 -0.480 -0.2700
H -2.096 0.828 1.390 0.2199
C -0.122 -0.138 1.252 -0.2439
H -1.384 -3.235 0.414 0.2034
F 2.731 3.742 -1.784 -0.3138
C 1.996 2.841 -1.098 0.3646
H -0.947 -3.516 -1.282 0.2028
H -2.471 -1.902 -1.863 0.2053
H 1.429 1.916 2.141 0.2174
C -1.685 -0.157 1.101 -0.4517
C 0.619 0.913 0.404 -0.0172
N 0.277 -2.139 -0.203 -0.6419
C 0.571 0.900 -1.009 -0.2349
H -2.930 0.234 -0.669 0.2115
H 0.063 -2.221 1.902 0.1972
Cl 1.216 1.818 -3.509 0.0291
C -2.194 -0.481 -0.263 -0.1837
C 1.258 1.870 -1.774 -0.0942
C 0.479 -1.553 1.141 -0.2064
H 2.613 3.641 0.848 0.2364
```

Calculated values
Gap between HOMO and LUMO ... 9.07 eV
LUMO level ... 0.76 eV
Total energy ... -29383.829 eV
Molecular weight ... 225.69 Da
Net charge ... 0
Structure (SMILES) ... Fc1ccc([C@H]2CC=CCNC2)cc1Cl



Entry 2:
# C12H13ClN2OS

C12H13ClN2OS as an isolated structure (ωB97M-V/def2-TZVPD, the OMol25 dataset).

```
30
Properties=species:S:1:pos:R:3:nbo_charge:R:1
C 0.042 -2.684 1.859 -0.2571
C 0.292 -0.448 2.953 0.7408
H 1.363 3.270 -1.538 0.1948
H 0.781 -3.473 2.547 0.2126
N 0.363 -1.274 1.940 -0.4730
H 0.460 -2.023 4.713 0.2172
H 1.542 -0.089 -1.536 0.1834
H -0.783 4.686 -2.419 0.1609
C 0.507 1.544 -2.021 -0.0404
C -1.710 3.061 -3.164 -0.1660
C -1.632 1.605 -3.467 -0.2776
H -1.052 -3.133 2.097 0.2287
H -2.590 0.999 -3.752 0.2334
N 0.715 -1.719 -0.095 -0.4980
C -0.222 -1.177 4.327 -0.6815
H -0.132 -0.599 5.038 0.1987
S 1.292 0.944 0.557 0.3770
H -1.201 -1.562 4.239 0.2196
H -2.501 3.499 -3.755 0.2066
C 0.261 2.933 -1.843 -0.1868
H -0.482 -3.418 -0.148 0.2386
C 0.902 -0.719 0.737 0.2035
C -0.773 0.865 -2.667 -0.0196
C -0.662 3.835 -2.493 -0.1641
H 2.415 1.303 -1.529 0.2186
C 0.186 -2.949 0.548 -0.2472
O 0.616 0.636 2.824 -0.5763
Cl -0.623 -0.836 -2.794 0.0294
C 1.407 0.726 -1.365 -0.4407
H 1.218 -3.802 0.207 0.1646
```

Calculated values
Gap between HOMO and LUMO ... 8.54 eV
LUMO level ... 0.42 eV
Total energy ... -41029.702 eV
Molecular weight ... 268.77 Da
Net charge ... 0



Entry 3:
# C12H13ClNO3

A single C12H13ClNO3 molecule (ωB97M-V/def2-TZVPD, the OMol25 dataset).

```
30
Properties=species:S:1:pos:R:3:nbo_charge:R:1
C 0.666 1.613 -0.296 -0.2959
H -4.363 -1.617 0.851 0.2180
O 2.936 1.236 -0.062 -0.3762
C 0.367 -1.815 0.034 0.4894
Cl -0.472 1.517 2.229 -0.0489
N 1.998 1.945 0.251 0.5151
C -0.220 0.550 0.688 -0.0425
H -0.144 -3.874 -0.193 0.2479
C -4.235 -0.192 -0.769 -0.2079
H -2.083 -1.183 1.662 0.2173
C -3.732 -0.900 0.323 -0.1903
H 0.125 2.554 -0.399 0.2375
H -3.823 1.335 -2.238 0.2190
H -0.287 -3.267 1.487 0.2205
O 2.086 2.908 0.986 -0.3608
H 0.810 1.105 -1.255 0.2572
C -2.442 -0.649 0.781 -0.2356
C 0.307 -3.224 0.564 -0.7110
O 0.265 -1.604 -1.175 -0.5362
H 1.826 0.157 2.456 0.2492
H 0.928 -1.264 3.005 0.2397
C -3.435 0.761 -1.395 -0.1996
C -2.153 1.028 -0.916 -0.2171
C 0.542 -0.704 0.975 0.0495
H 1.319 -3.587 0.801 0.2399
H -5.261 -0.356 -1.104 0.2191
C -1.617 0.282 0.137 0.0440
H 2.322 -1.459 1.914 0.2358
C 1.457 -0.830 2.141 -0.6878
H -1.628 1.892 -1.323 0.2106
```

Calculated values
Gap between HOMO and LUMO (spin up / spin down) ... 8.97 / 8.41 eV
LUMO level (spin up / spin down) ... 0.16 / -1.14 eV
Multiplicity ... 2
Total energy ... -32805.641 eV
Molecular weight ... 254.69 Da
Net charge ... 0
Expectation value of S² ... 0.76



Entry 4:
# C12H13F4N4O12RbS4

C12H13F4N4O12RbS4 as an isolated structure (ωB97M-V/def2-TZVPD, the OMol25 dataset).

```
50
Properties=species:S:1:pos:R:3:lowdin_charge:R:1
S -4.081 -1.661 2.398 0.4488
O 1.036 4.895 0.666 -0.2673
C 4.610 -2.251 0.786 -0.4028
F -4.546 -0.246 3.013 -0.2186
C -3.019 0.668 -1.089 -0.0632
H 2.381 2.459 -3.071 0.0833
H 0.393 0.501 -4.852 0.1217
O -4.113 -1.415 0.987 -0.2871
Rb -0.626 0.465 2.956 0.9147
C 4.059 -1.871 2.038 -0.0219
N 0.971 0.923 -2.836 -0.0654
C 2.343 1.374 -2.998 0.0053
O -1.637 -2.880 0.976 -0.2659
H 2.794 0.871 -3.849 0.0966
F -2.506 2.614 1.551 -0.2211
H -2.771 1.710 -1.301 0.0626
C 3.750 -2.271 -0.469 -0.4056
C 2.450 -1.752 -0.351 -0.0251
C 2.727 -1.439 2.167 -0.4016
H 4.738 -1.835 2.878 0.0898
F 2.195 2.821 1.031 -0.1698
S -1.491 3.678 0.929 0.5118
O 5.800 -2.621 0.701 -0.0482
O 1.171 3.139 -1.060 -0.2988
H 1.863 -1.639 -1.248 0.0820
H -1.925 -1.213 -0.737 0.1155
F -0.701 -3.140 3.173 -0.1711
H 0.729 0.911 -0.666 0.1290
N -0.762 0.077 -1.842 -0.0019
S 0.947 3.513 0.315 0.4791
O -2.612 -4.339 2.663 -0.2801
O 0.642 -1.069 0.999 -0.1943
N -0.183 2.635 1.001 -0.3488
H -3.722 0.713 -0.261 0.0676
H -1.796 -0.646 -3.592 0.1264
C 0.144 0.411 -3.809 -0.0268
C 1.850 -1.393 0.875 -0.3658
H -3.533 0.275 -1.971 0.0749
H 2.913 1.077 -2.117 0.1084
N -2.668 -1.710 3.128 -0.3553
C -0.948 -0.113 -3.206 -0.0045
O 4.189 -2.651 -1.572 -0.0369
C 0.412 0.651 -1.660 -0.0506
O -1.491 4.770 1.843 -0.2622
C -1.776 -0.136 -0.803 -0.1610
S -2.037 -3.069 2.333 0.5009
H -1.274 0.104 0.138 0.0757
O -2.022 3.856 -0.387 -0.2754
O -5.074 -2.557 2.920 -0.2919
O 2.205 -1.193 3.281 -0.1050
```

Calculated values
Gap between HOMO and LUMO ... 4.76 eV
LUMO level ... 3.61 eV
Total energy ... -98053.236 eV
Molecular weight ... 694.98 Da
Net charge ... -2



Entry 5:
# C12H13F4N5O5

A single C12H13F4N5O5 molecule (ωB97M-V/def2-TZVPD, the OMol25 dataset).

```
39
Properties=species:S:1:pos:R:3:nbo_charge:R:1
O -0.566 3.149 -1.103 -0.4555
F 2.576 -1.550 3.689 -0.3331
H -2.111 -0.852 -2.586 0.2473
N -1.399 1.181 -0.165 -0.3634
C -1.811 -0.017 -1.990 0.0531
H -1.129 -2.576 -0.825 0.2410
C -1.128 -0.894 1.433 0.7171
F 1.520 -2.843 2.307 -0.3407
C 1.426 -1.682 2.996 0.5402
F 2.120 -1.421 -2.458 -0.3200
C -2.138 -1.033 0.293 -0.1108
O 0.988 0.679 2.665 -0.6932
C -0.428 3.651 0.216 -0.2579
C 1.261 -0.502 2.008 0.3349
C 2.603 -0.538 -1.562 0.5438
C -1.315 1.214 -2.405 -0.1370
H 3.269 -1.055 1.290 0.2626
N 0.177 -0.858 1.054 -0.3082
H 0.020 4.636 0.114 0.2008
N -1.843 0.010 -0.660 -0.1458
N -1.099 1.621 -3.735 0.5336
O -0.508 2.664 -3.926 -0.3719
C -2.081 -2.425 -0.324 -0.6250
O -1.516 0.885 -4.610 -0.4001
H -2.891 -2.558 -1.036 0.2229
H -1.403 3.724 0.701 0.1898
H 2.557 0.468 -2.017 0.1514
H -3.125 -0.850 0.738 0.2377
H 2.876 0.667 1.150 0.2602
C 1.849 -0.607 -0.270 0.1720
O -1.433 -0.817 2.603 -0.6173
H 0.591 -1.759 3.706 0.1587
H 0.152 0.598 3.151 0.5041
H 0.211 2.997 0.814 0.1924
F 3.905 -0.842 -1.363 -0.3323
H -2.190 -3.170 0.460 0.2371
C -1.064 1.930 -1.198 0.4860
N 0.609 -0.884 -0.227 -0.1917
C 2.471 -0.343 1.072 -0.4828
```

Calculated values
Gap between HOMO and LUMO ... 9.52 eV
LUMO level ... -0.03 eV
Total energy ... -41209.212 eV
Molecular weight ... 383.26 Da
Net charge ... 0
Structure (SMILES) ... COc1nn([C@@H](C)C(=O)N2N=C(C(F)F)C[C@]2(O)C(F)F)cc1[N+](=O)[O-]



Entry 6:
# C12H13N3O3

A single C12H13N3O3 molecule (ωB97M-V/def2-TZVPD, the OMol25 dataset).

```
31
Properties=species:S:1:pos:R:3:nbo_charge:R:1
N 2.482 -0.773 1.044 -0.6232
H -2.230 4.018 0.314 0.2140
H -1.850 -3.021 0.201 0.1956
C -1.657 0.189 0.089 0.3745
H 2.752 -1.543 1.640 0.4201
C -0.789 2.437 0.318 -0.1988
O 4.520 1.135 -1.029 -0.2592
H -3.447 -1.360 -1.825 0.2092
O -1.340 -1.118 -0.071 -0.5003
H 0.063 3.093 0.419 0.2155
H -3.694 -3.077 -1.473 0.2124
H 1.479 1.074 -0.154 0.4384
C -2.942 0.721 0.065 -0.3075
C -2.072 2.952 0.263 -0.2414
O 0.436 -1.032 1.947 -0.6240
C -2.355 -2.099 -0.100 -0.0608
C 5.417 0.259 -0.577 0.1583
N 3.307 0.852 -0.475 -0.2337
H -4.153 2.473 0.132 0.2124
C -3.145 2.087 0.157 -0.1998
H -2.180 -2.525 -2.204 0.2144
C 1.121 -0.433 1.152 0.8026
C 3.469 -0.193 0.309 0.3279
H 5.274 -1.435 0.807 0.2380
H -3.799 0.075 -0.039 0.2142
C 4.833 -0.618 0.278 -0.3852
C -0.572 1.070 0.257 0.0784
H -3.130 -1.876 0.642 0.1735
C -2.962 -2.274 -1.491 -0.6358
H 6.422 0.366 -0.935 0.2151
N 0.742 0.575 0.339 -0.6448
```

Calculated values
Gap between HOMO and LUMO ... 8.95 eV
LUMO level ... 0.80 eV
Total energy ... -23266.846 eV
Molecular weight ... 247.25 Da
Net charge ... 0
Structure (SMILES) ... CCOc1ccccc1NC(=O)Nc1ccon1



Question: Number 4 is which compound?
Answer: C12H13F4N4O12RbS4



Question: Which of these has the highest molecular weight?
Answer: C12H13F4N4O12RbS4